(1)
A single C5H11NO molecule, computed with ωB97M-V/def2-TZVPD.

Each line ends with the Mulliken charge.
Positions of all 18 atoms, in Å:
O1 1.2726 0.5147 -1.5349  -0.442
N1 0.2920 1.1577 -0.6372  -0.268
C1 -0.8369 -1.1568 -0.7759  -1.455
C2 1.5801 0.7500 -0.1919  0.295
C3 -0.9442 0.3484 -0.5445  0.629
C4 1.9129 -0.3714 0.7573  -1.091
C5 -1.7254 0.6716 0.7295  -1.385
H1 -0.1013 -1.3673 -1.5546  0.401
H2 1.5402 -1.3397 0.4238  0.293
H3 -1.2886 0.1956 1.6158  0.307
H4 3.0009 -0.4341 0.8666  0.346
H5 -0.5633 -1.7015 0.1339  0.284
H6 -1.8111 -1.5305 -1.1079  0.431
H7 -1.5189 0.7647 -1.3804  0.280
H8 1.4958 -0.1405 1.7441  0.259
H9 2.2401 1.6126 -0.0696  0.374
H10 -2.7432 0.2780 0.6182  0.372
H11 -1.8016 1.7486 0.9076  0.372

Output
SMILES: CC(C)N1O[C@@H]1C
Total charge: 0
Spin multiplicity: 1



(2)
2 unconnected molecules or ions with the total composition C5H11NO, computed with ωB97M-V/def2-TZVPD.

Each line ends with the Mulliken charge.
Positions of all 18 atoms, in Å:
O1 0.6344 -0.7827 2.2683  -0.487
N1 2.1315 -0.3782 0.4683  -0.359
C1 -1.1350 -0.1885 -0.7882  -0.050
C2 -1.7751 -1.4110 -0.1330  -1.138
C3 -1.4032 1.0932 -0.0006  -1.086
C4 1.3759 -0.5197 1.3919  0.677
C5 2.8487 0.6833 -0.1853  -0.652
H1 -2.8677 -1.3202 -0.1148  0.360
H2 -0.0532 -0.3495 -0.8748  0.101
H3 3.3769 1.3033 0.5452  0.337
H4 -2.4740 1.3294 0.0087  0.386
H5 -1.0843 0.9830 1.0433  0.231
H6 -0.8774 1.9546 -0.4293  0.286
H7 3.5794 0.2496 -0.8705  0.246
H8 2.1649 1.3149 -0.7627  0.249
H9 -1.5224 -2.3324 -0.6688  0.305
H10 -1.4316 -1.5188 0.9022  0.241
H11 -1.5090 -0.0768 -1.8140  0.354

Output
SMILES: CN=C=O.CCC
Total charge: 0
Spin multiplicity: 1



(3)
2 unconnected molecules or ions with the total composition C5H11NO at a distorted geometry, computed with ωB97M-V/def2-TZVPD.

Each line ends with the Mulliken charge.
Positions of all 18 atoms, in Å:
O1 1.3347 0.5085 -3.0005  -0.609
N1 -0.5863 1.6695 1.0355  -0.575
C1 0.2174 0.6441 0.5132  0.754
C2 -0.3263 -0.6116 0.3706  -0.760
C3 -1.7791 -2.3409 1.3605  -0.655
C4 1.5839 0.9049 0.0134  -1.188
C5 -1.3109 -1.0874 1.3485  -0.115
H1 -0.1367 2.5742 1.0819  0.242
H2 2.0546 -0.1173 -3.1245  0.315
H3 0.6581 0.2591 -3.6367  0.299
H4 1.4938 1.5183 -0.8839  0.263
H5 -0.3654 -1.1465 -0.5773  0.277
H6 -2.2991 -2.6935 2.2460  0.285
H7 -1.5648 -2.8085 0.3586  0.177
H8 2.2609 1.3907 0.7024  0.427
H9 1.9863 -0.0701 -0.2543  0.282
H10 -1.7582 -0.2577 1.9115  0.324
H11 -1.4628 1.6642 0.5349  0.259

Output
SMILES: C=C/C=C(/C)N.O
Total charge: 0
Spin multiplicity: 1



(4)
A single C5H11NO molecule at a distorted geometry, computed with ωB97M-V/def2-TZVPD.

Each line ends with the Mulliken charge.
Positions of all 18 atoms, in Å:
O1 -1.9291 1.7197 -0.9743  -0.490
N1 -1.0909 0.4217 0.9154  -0.077
C1 0.1546 -0.0751 -0.8725  -0.345
C2 -0.4644 -0.7413 0.3653  0.724
C3 0.4278 -1.4134 1.3917  -1.547
C4 1.6231 0.2543 -0.8533  -1.538
C5 -1.0801 1.4531 0.0412  -0.301
H1 -1.7543 0.9530 -1.5367  0.365
H2 -1.2276 -1.4623 0.0455  0.157
H3 1.8675 0.8600 0.0205  0.321
H4 1.9192 0.8353 -1.7332  0.396
H5 -0.1449 -1.7794 2.2537  0.410
H6 2.2805 -0.6259 -0.8242  0.299
H7 -1.0497 2.3903 0.6121  0.322
H8 -1.2483 0.5790 1.8971  0.263
H9 -0.0835 -0.6650 -1.7828  0.359
H10 1.1893 -0.7202 1.7581  0.343
H11 0.9324 -2.2649 0.9347  0.340

Output
Total charge: 0
Spin multiplicity: 1



(5)
A single C5H11NO molecule at a distorted geometry, computed with ωB97M-V/def2-TZVPD.

Each line ends with the Mulliken charge.
Positions of all 18 atoms, in Å:
O1 0.7140 1.2171 -1.7660  -0.527
N1 0.5373 1.1343 2.7683  -0.452
C1 -0.3213 -1.2729 0.0291  -0.571
C2 -0.9149 -0.4672 -1.1631  -0.413
C3 0.0483 0.6648 1.5564  0.339
C4 -0.0018 0.0706 -2.2337  -0.489
C5 0.5372 -0.4319 0.9234  -0.847
H1 1.4422 0.9829 -1.1864  0.316
H2 0.0391 1.9122 3.1667  0.216
H3 0.2612 -2.1724 -0.2048  0.295
H4 1.5304 -0.6708 1.2983  0.300
H5 -1.6143 0.2812 -0.7893  0.238
H6 1.2399 0.5521 3.1579  0.194
H7 -0.8295 1.1935 1.2065  0.233
H8 -0.6052 0.4804 -3.0480  0.286
H9 -1.1482 -1.6510 0.6461  0.272
H10 0.6752 -0.6484 -2.7071  0.284
H11 -1.5896 -1.1746 -1.6544  0.324

Output
SMILES: N/C=C/CCCO
Total charge: 0
Spin multiplicity: 1



(6)
A single C5H11NO molecule, computed with ωB97M-V/def2-TZVPD.

Each line ends with the Mulliken charge.
Positions of all 18 atoms, in Å:
O1 -1.4122 0.1326 -2.3463  -0.574
N1 -0.8795 -0.0533 -0.1037  0.157
C1 -1.1986 -0.7348 1.1380  -0.854
C2 1.3576 -0.3654 -1.0280  -1.262
C3 1.0098 1.1039 1.0101  -1.537
C4 0.4149 0.5946 -0.2982  0.390
C5 -1.6295 -0.2663 -1.2142  0.081
H1 -0.4753 -1.5259 1.3735  0.292
H2 0.3652 1.8288 1.5252  0.352
H3 1.2286 0.2755 1.6928  0.352
H4 1.5927 -1.2320 -0.3987  0.268
H5 0.2284 1.4458 -0.9595  0.257
H6 -1.2188 -0.0358 1.9786  0.284
H7 -2.1914 -1.1922 1.0741  0.330
H8 0.9307 -0.7038 -1.9809  0.392
H9 2.2945 0.1446 -1.2543  0.361
H10 1.9619 1.5920 0.7877  0.427
H11 -2.5145 -0.8564 -0.9635  0.285

Output
SMILES: CC(C)N(C)C=O
Total charge: 0
Spin multiplicity: 1



ΔE to the lowest compared entry with this formula, charge and spin for the records above, in order: 314.9, 83.0, 313.0, 397.2, 206.9, 48.7 kJ/mol
Gap between HOMO and LUMO for the records above, in order: 10.2, 11.1, 7.7, 8.6, 8.6, 10.2 eV